273
Properties=species:S:1:pos:R:3 method="wB97M-V/def2-TZVPD" e_tot_ev=-118532.21151 mol_weight_g_mol=1360.20 total_charge=0 largest_force_ev_per_a=2.41
C 5.818 3.355 0.272
C 4.783 4.409 0.457
O 5.374 5.650 0.929
C 4.512 6.665 1.373
C 5.349 7.889 1.653
H 6.514 3.675 -0.503
H 6.415 3.313 1.183
H 5.443 2.375 -0.025
H 4.270 4.605 -0.485
H 4.074 4.036 1.196
H 3.786 6.946 0.610
H 3.952 6.374 2.262
H 5.648 8.383 0.729
H 6.211 7.761 2.307
H 4.648 8.544 2.171
C 5.882 2.351 4.221
C 4.876 1.299 3.644
O 5.656 0.126 3.312
C 4.819 -0.992 3.144
C 5.718 -2.205 2.907
H 6.495 2.848 3.468
H 5.308 3.194 4.606
H 6.551 1.902 4.955
H 4.173 1.036 4.435
H 4.350 1.619 2.745
H 4.202 -1.154 4.028
H 4.204 -0.789 2.267
H 6.415 -2.264 3.743
H 6.279 -2.243 1.974
H 5.119 -3.113 2.979
C -6.552 -5.401 4.177
C -6.338 -5.514 2.689
O -5.188 -4.740 2.462
C -4.888 -4.554 1.111
C -4.554 -5.887 0.390
H -5.756 -5.927 4.703
H -6.423 -4.388 4.558
H -7.524 -5.764 4.513
H -6.018 -6.544 2.525
H -7.202 -5.233 2.086
H -5.708 -4.038 0.611
H -3.946 -4.009 1.038
H -4.078 -5.688 -0.570
H -5.424 -6.529 0.256
H -3.851 -6.425 1.025
C 0.980 -1.862 3.909
C 1.072 -2.966 4.927
O 2.446 -2.736 5.350
C 2.915 -3.762 6.204
C 4.461 -3.685 6.441
H 0.027 -1.871 3.379
H 1.155 -0.892 4.373
H 1.690 -2.070 3.108
H 0.325 -2.801 5.703
H 0.978 -3.989 4.564
H 2.370 -3.829 7.146
H 2.708 -4.705 5.697
H 4.733 -2.853 7.090
H 4.988 -3.674 5.486
H 4.835 -4.640 6.811
C -1.252 0.013 6.026
C -1.763 1.388 6.514
O -3.068 1.538 6.070
C -3.664 2.796 6.426
C -5.171 2.858 6.206
H -1.855 -0.819 6.389
H -1.296 -0.080 4.941
H -0.199 -0.191 6.223
H -1.793 1.367 7.603
H -1.134 2.208 6.167
H -3.453 2.922 7.488
H -3.121 3.579 5.896
H -5.650 2.042 6.747
H -5.372 2.910 5.136
H -5.660 3.740 6.619
C -2.532 2.168 -3.055
C -3.654 2.730 -3.908
O -4.046 1.924 -5.011
C -5.142 2.376 -5.759
C -4.655 3.219 -6.913
H -2.479 2.729 -2.122
H -2.769 1.154 -2.732
H -1.573 1.986 -3.539
H -4.483 3.052 -3.279
H -3.237 3.633 -4.353
H -5.585 1.490 -6.213
H -5.917 2.801 -5.121
H -3.911 2.619 -7.438
H -4.203 4.107 -6.471
H -5.415 3.475 -7.651
C 3.687 0.483 -3.071
C 4.785 1.185 -3.841
O 5.213 2.209 -2.928
C 6.169 3.123 -3.429
C 7.597 2.493 -3.454
H 4.095 0.175 -2.108
H 2.886 1.193 -2.860
H 3.334 -0.416 -3.575
H 5.568 0.519 -4.202
H 4.441 1.589 -4.793
H 5.913 3.490 -4.423
H 6.147 3.949 -2.718
H 7.754 1.938 -2.529
H 8.416 3.211 -3.490
H 7.694 1.853 -4.331
C -2.187 -7.731 -3.635
C -2.555 -6.244 -3.630
O -1.557 -5.574 -2.908
C -1.875 -4.229 -2.551
C -0.581 -3.458 -2.319
H -2.803 -8.218 -4.390
H -1.166 -7.988 -3.918
H -2.336 -8.156 -2.642
H -2.604 -5.868 -4.652
H -3.508 -6.008 -3.155
H -2.363 -3.772 -3.412
H -2.550 -4.263 -1.695
H -0.784 -2.442 -1.981
H -0.116 -3.379 -3.302
H 0.026 -3.887 -1.521
C 3.657 -4.000 -0.019
C 3.227 -3.263 -1.279
O 3.654 -3.996 -2.386
C 3.182 -3.531 -3.666
C 3.650 -4.536 -4.680
H 3.189 -4.982 0.039
H 4.745 -4.061 -0.008
H 3.327 -3.398 0.828
H 2.140 -3.192 -1.254
H 3.711 -2.292 -1.172
H 2.092 -3.504 -3.683
H 3.479 -2.512 -3.913
H 4.733 -4.652 -4.739
H 3.233 -4.442 -5.682
H 3.307 -5.501 -4.307
C -3.903 -1.365 -0.793
C -4.542 -1.729 -2.130
O -5.286 -2.957 -2.073
C -5.560 -3.546 -3.367
C -6.542 -4.649 -3.109
H -4.680 -1.303 -0.031
H -3.198 -2.155 -0.537
H -3.360 -0.432 -0.950
H -5.185 -0.926 -2.488
H -3.733 -1.882 -2.845
H -6.024 -2.776 -3.983
H -4.682 -3.876 -3.922
H -6.305 -5.495 -2.465
H -6.692 -5.069 -4.104
H -7.458 -4.192 -2.735
C -2.904 -3.475 4.591
C -2.317 -4.719 3.821
O -1.513 -4.232 2.784
C -0.823 -5.235 2.033
C 0.337 -4.571 1.257
H -3.554 -2.991 3.862
H -3.532 -3.702 5.452
H -2.160 -2.772 4.964
H -1.647 -5.242 4.504
H -3.099 -5.407 3.499
H -0.418 -6.071 2.603
H -1.502 -5.603 1.264
H 0.792 -5.308 0.596
H 1.107 -4.437 2.017
H 0.113 -3.592 0.834
C -3.341 7.210 1.231
C -4.221 6.784 0.079
C -3.425 5.865 -0.852
O -5.268 6.010 0.675
H -2.983 6.304 1.719
H -3.957 7.862 1.851
H -2.493 7.846 0.975
H -4.628 7.643 -0.455
H -4.013 5.544 -1.712
H -3.156 4.934 -0.354
H -2.495 6.320 -1.193
H -5.697 6.490 1.386
C -0.136 4.508 -4.848
C 1.264 5.200 -5.038
C 2.419 4.225 -4.751
O 1.363 5.547 -6.409
H -0.125 4.061 -3.854
H -0.253 3.693 -5.562
H -0.997 5.174 -4.904
H 1.356 6.087 -4.412
H 2.598 4.093 -3.684
H 3.340 4.500 -5.266
H 2.056 3.270 -5.130
H 1.055 4.773 -6.886
C -1.258 -0.361 -6.284
C -0.092 0.559 -5.958
C 0.632 0.193 -4.662
O 0.880 0.543 -6.962
H -2.069 -0.259 -5.563
H -0.923 -1.398 -6.249
H -1.678 -0.156 -7.269
H -0.502 1.565 -5.860
H 1.308 0.975 -4.314
H 1.300 -0.659 -4.790
H -0.093 0.053 -3.860
H 1.292 -0.323 -6.917
C -3.247 0.053 2.654
C -3.485 1.460 2.150
C -2.542 2.457 2.821
O -3.126 1.549 0.755
H -3.966 -0.666 2.260
H -3.476 0.013 3.719
H -2.252 -0.300 2.386
H -4.538 1.739 2.183
H -2.642 3.432 2.343
H -1.523 2.072 2.782
H -2.928 2.646 3.822
H -3.843 2.008 0.313
C 8.927 0.609 1.321
C 8.245 -0.498 0.405
C 6.780 -0.242 -0.031
O 9.139 -0.590 -0.715
H 8.356 0.741 2.240
H 8.936 1.546 0.765
H 9.928 0.319 1.644
H 8.330 -1.470 0.892
H 6.611 0.313 -0.954
H 6.172 0.241 0.734
H 6.342 -1.201 -0.306
H 8.815 -1.281 -1.297
C -6.513 1.484 -1.120
C -6.457 2.916 -0.518
C -7.250 2.975 0.754
O -5.140 3.234 -0.233
H -7.569 1.266 -1.275
H -6.094 0.717 -0.469
H -6.000 1.498 -2.082
H -6.877 3.605 -1.251
H -6.906 2.228 1.469
H -8.309 2.828 0.538
H -7.113 3.967 1.185
H -5.202 4.119 0.134
C 1.260 -0.258 -0.194
C -0.175 -0.114 0.327
O -0.913 0.629 -0.670
H 1.600 0.643 -0.705
H 1.273 -1.009 -0.984
H 2.001 -0.564 0.543
H -0.317 0.469 1.236
H -0.676 -1.065 0.510
H -1.698 1.015 -0.274
C 1.567 3.160 3.591
C 1.611 4.317 4.623
O 2.044 5.544 3.993
H 2.548 2.956 3.160
H 0.920 3.414 2.752
H 1.252 2.251 4.103
H 2.368 4.054 5.362
H 0.671 4.481 5.150
H 2.095 6.251 4.641
C -0.126 4.442 -0.099
C 1.081 5.096 0.618
O 0.479 5.866 1.690
H 0.287 3.825 -0.898
H -0.727 5.244 -0.528
H -0.746 3.811 0.537
H 1.655 5.763 -0.025
H 1.785 4.300 0.863
H 0.989 5.680 2.482
C 2.747 -7.381 -1.984
C 1.529 -6.668 -2.462
O 0.362 -7.358 -2.049
H 2.675 -8.384 -2.405
H 2.905 -7.517 -0.914
H 3.640 -6.911 -2.395
H 1.480 -6.497 -3.537
H 1.461 -5.681 -2.004
H -0.373 -6.822 -2.357

135
Properties=species:S:1:pos:R:3 method="wB97M-V/def2-TZVPD" mol_weight_g_mol=1142.91 multiplicity=2 total_charge=+1 s_squared=0.76 e_above_lowest_kcal_mol=2.4 largest_force_ev_per_a=0.64
Cu -0.183 -0.779 0.577
C 0.111 5.756 -3.656
C -1.020 5.141 -4.171
C -1.541 4.012 -3.552
C -0.928 3.484 -2.420
C 0.220 4.099 -1.919
C 0.731 5.234 -2.528
P -1.541 2.027 -1.517
C -2.515 1.153 -2.796
C -1.823 0.675 -3.914
C -2.490 -0.012 -4.913
C -3.855 -0.254 -4.808
C -4.545 0.192 -3.693
C -3.880 0.896 -2.693
C -2.834 2.704 -0.422
C -3.811 3.612 -0.819
C -4.822 3.976 0.056
C -4.865 3.423 1.330
C -3.872 2.548 1.745
C -2.826 2.195 0.886
Si -1.318 1.231 1.473
C 0.147 2.415 1.572
C -0.053 3.794 1.652
C 1.019 4.677 1.663
C 2.315 4.189 1.576
C 2.537 2.819 1.516
C 1.465 1.934 1.525
P 1.684 0.117 1.583
C 3.426 -0.236 1.159
C 4.454 0.205 1.996
C 5.778 -0.069 1.694
C 6.094 -0.812 0.563
C 5.079 -1.280 -0.257
C 3.754 -0.992 0.040
C 1.734 -0.237 3.375
C 1.371 0.700 4.338
C 1.406 0.367 5.685
C 1.826 -0.893 6.083
C 2.200 -1.828 5.127
C 2.141 -1.507 3.781
C -1.732 0.658 3.236
C -1.903 1.574 4.281
C -2.286 1.158 5.543
C -2.542 -0.189 5.785
C -2.391 -1.112 4.768
C -1.957 -0.695 3.508
P -1.730 -1.806 2.092
C -0.902 -3.340 2.607
C -0.402 -3.579 3.882
C 0.292 -4.752 4.154
C 0.500 -5.690 3.156
C 0.023 -5.450 1.873
C -0.665 -4.282 1.600
C -3.425 -2.285 1.636
C -4.282 -1.257 1.234
C -5.575 -1.536 0.826
C -6.028 -2.851 0.811
C -5.186 -3.874 1.216
C -3.889 -3.595 1.629
H 0.513 6.639 -4.136
H -1.501 5.541 -5.054
H -2.422 3.534 -3.963
H 0.727 3.672 -1.061
H 1.619 5.707 -2.125
H -0.757 0.852 -3.995
H -1.944 -0.362 -5.781
H -4.375 -0.792 -5.590
H -5.608 0.008 -3.601
H -4.437 1.249 -1.836
H -3.788 4.025 -1.821
H -5.583 4.678 -0.257
H -5.664 3.691 2.009
H -3.907 2.154 2.754
H -1.063 4.191 1.678
H 0.840 5.743 1.717
H 3.156 4.870 1.563
H 3.552 2.449 1.457
H 4.218 0.757 2.898
H 6.564 0.285 2.349
H 7.127 -1.037 0.334
H 5.312 -1.878 -1.130
H 2.969 -1.339 -0.615
H 1.067 1.694 4.043
H 1.119 1.104 6.425
H 1.868 -1.145 7.135
H 2.534 -2.813 5.428
H 2.426 -2.250 3.043
H -1.734 2.632 4.103
H -2.402 1.880 6.341
H -2.867 -0.512 6.766
H -2.622 -2.155 4.950
H -0.522 -2.845 4.666
H 0.671 -4.927 5.152
H 1.038 -6.604 3.373
H 0.192 -6.170 1.083
H -1.018 -4.099 0.590
H -3.944 -0.225 1.242
H -6.229 -0.730 0.520
H -7.037 -3.073 0.491
H -5.537 -4.898 1.218
H -3.246 -4.406 1.945
S -2.731 -2.855 -2.646
C -2.178 -1.740 -1.472
N -0.935 -1.832 -1.114
C -0.314 -2.872 -1.799
C 1.010 -3.276 -1.630
C 1.479 -4.331 -2.382
C 0.644 -4.992 -3.297
C -0.672 -4.615 -3.457
C -1.146 -3.548 -2.692
H -2.848 -0.994 -1.071
H 1.636 -2.771 -0.906
H 2.501 -4.665 -2.253
H 1.035 -5.818 -3.877
H -1.317 -5.134 -4.153
C 3.538 -0.904 -6.069
C 3.941 -1.247 -4.644
N 2.929 -0.855 -3.677
C 2.886 0.249 -2.900
S 1.467 0.597 -2.047
N 3.987 1.005 -2.804
C 4.137 2.140 -1.901
C 5.105 3.153 -2.480
H 4.286 -1.256 -6.779
H 3.424 0.174 -6.193
H 2.588 -1.377 -6.322
H 4.892 -0.776 -4.397
H 4.114 -2.321 -4.540
H 2.038 -1.326 -3.727
H 4.821 0.716 -3.289
H 4.481 1.779 -0.926
H 3.150 2.573 -1.756
H 6.101 2.728 -2.626
H 5.209 3.997 -1.799
H 4.746 3.532 -3.438

46
Properties=species:S:1:pos:R:3 method="wB97M-V/def2-TZVPD" e_tot_ev=-64081.12922 mol_weight_g_mol=651.55 multiplicity=3 total_charge=0 s_squared=2.02 largest_force_ev_per_a=0.42
Pt 0.475 0.127 0.088
O 7.135 -1.799 -0.029
C 6.762 -0.451 0.192
C 5.269 -0.341 0.280
C 4.690 0.881 0.726
C 3.335 1.015 0.702
N 2.496 0.045 0.278
C 3.037 -1.210 0.031
C 4.443 -1.370 -0.044
C 2.095 -2.250 -0.082
C 2.406 -3.624 -0.187
C 1.410 -4.556 -0.267
C 1.734 -6.026 -0.360
O 2.823 -6.412 0.465
C 0.066 -4.116 -0.244
C -0.193 -2.781 -0.119
N 0.777 -1.856 -0.025
H 8.092 -1.846 -0.107
H 7.113 0.189 -0.627
H 7.203 -0.065 1.119
H 5.303 1.688 1.106
H 2.870 1.917 1.073
H 4.862 -2.320 -0.339
H 3.440 -3.941 -0.170
H 2.041 -6.276 -1.376
H 0.838 -6.612 -0.136
H 2.615 -6.163 1.372
H -0.754 -4.817 -0.315
H -1.206 -2.406 -0.098
F -3.710 3.856 0.090
C -2.676 4.696 0.069
F -2.912 5.593 -0.906
F -2.686 5.379 1.226
C -1.341 4.022 -0.141
C -0.285 4.862 -0.429
C 0.970 4.327 -0.658
C 1.130 2.972 -0.497
N 0.141 2.145 -0.126
C -1.122 2.637 -0.040
S -2.410 1.464 -0.052
H -0.458 5.928 -0.498
H 1.809 4.939 -0.954
H 2.084 2.504 -0.679
O -1.051 -1.122 2.531
S -2.166 -0.677 1.669
N -1.577 0.033 0.251

19
Properties=species:S:1:pos:R:3 method="wB97M-V/def2-TZVPD" mol_weight_g_mol=74.17 multiplicity=2 total_charge=-1 s_squared=0.75 e_above_lowest_kcal_mol=5.1 largest_force_ev_per_a=0.81
C -1.746 -1.572 -0.255
C -0.855 -2.148 -1.371
C -1.150 -1.717 1.136
H -1.892 -0.512 -0.442
H -2.732 -2.041 -0.256
H -1.312 -3.044 -1.817
H -0.215 -1.150 1.260
H -1.793 -1.238 1.883
H -0.975 -2.755 1.430
H -0.704 -1.430 -2.180
H 0.135 -2.430 -1.014
C 0.945 2.407 0.403
C 2.396 2.627 -0.027
H 0.456 1.562 -0.089
H 0.867 2.181 1.462
H 0.242 3.230 0.245
H 3.081 2.628 0.818
H 2.517 3.591 -0.529
H 2.735 1.812 -0.659

21
Properties=species:S:1:pos:R:3 method="wB97M-V/def2-TZVPD" mol_weight_g_mol=119.16 multiplicity=2 total_charge=-1 s_squared=0.75 e_above_lowest_kcal_mol=50.9 largest_force_ev_per_a=2.32
C -0.903 -2.791 1.150
C -1.461 -1.499 0.553
C -0.464 -0.707 -0.251
C 0.879 -0.849 -0.278
C -2.071 0.314 -1.803
N -1.054 0.319 -0.948
H -0.290 -3.311 0.415
H -0.363 -2.542 2.067
H -1.713 -3.466 1.430
H -1.847 -0.726 1.235
H -2.364 -1.842 0.026
H 1.426 -1.554 0.328
H 1.397 -0.166 -0.937
H -2.674 1.215 -1.923
H -2.365 -0.513 -2.461
H 5.430 2.375 1.044
H 5.803 3.366 0.117
O 6.180 2.546 0.456
H -0.637 3.867 -0.050
H -1.413 2.508 -0.182
O -1.497 3.455 0.013